Record 1
Below is C5H12OSi2 in the gas phase at a distorted geometry, with properties calculated with ωB97M-V with the def2-TZVPD basis set.

Results
HOMO energy   -9.878 eV
Molar mass   144.32 g/mol
Lowest unoccupied orbital energy   0.90 eV
Relative energy (zero: lowest compared OMol25 entry of this formula, charge and spin)   13.2 kJ/mol
Strongest force on any atom   4.4 eV/Å
2S+1   1

```
20
Properties=species:S:1:pos:R:3:forces:R:3
C 0.7412 2.7059 -0.0450 -1.7 -0.3 2.4
C -1.4710 -1.5259 1.8999 -2.5 0.3 1.1
C -0.0810 1.7950 0.5558 2.1 0.3 -1.7
C -0.4267 -1.3905 1.1160 1.3 1.0 -1.2
C -1.9951 0.0507 -1.1342 1.4 1.1 1.7
O 1.0990 -0.2155 -1.1788 -3.9 1.1 1.8
Si 2.5053 -0.9616 -1.0291 0.2 -1.1 0.6
Si -0.3695 0.0546 -0.1270 1.6 -0.2 -1.5
H 0.9172 3.7231 0.3878 -0.2 -1.1 -0.4
H 1.2483 2.4445 -0.9144 0.8 -0.2 -1.6
H -1.6300 -2.2164 2.7077 0.8 -0.8 0.2
H -2.4581 -0.9526 1.9046 1.6 0.0 -0.8
H -0.4290 2.0714 1.5011 -1.0 0.4 1.4
H 0.4942 -2.0143 1.1275 -0.9 0.2 0.5
H -2.6964 -0.5611 -0.6141 -0.7 -0.4 0.3
H -2.3520 1.0805 -1.2123 0.0 -0.2 -0.3
H -1.7530 -0.3874 -2.0504 0.1 -0.5 -1.7
H 2.5003 -2.0514 0.0247 0.0 0.3 -0.3
H 2.6026 -1.6106 -2.3266 0.7 -0.2 -0.4
H 3.5536 -0.0384 -0.5930 0.4 0.2 -0.2
```
Positions in Å, forces in eV/Å.

---

Record 2
Below is C5H12S in the gas phase at a distorted geometry, with properties calculated with ωB97M-V with the def2-TZVPD basis set.

Results
HOMO energy   -8.434 eV
Molar mass   104.22 g/mol
Lowest unoccupied orbital energy   1.06 eV
Relative energy (zero: lowest compared OMol25 entry of this formula, charge and spin)   5.4 kJ/mol
Strongest force on any atom   1.3 eV/Å
2S+1   1

```
18
Properties=species:S:1:pos:R:3:forces:R:3
C 1.3912 -2.1271 0.2011 -0.1 -0.2 0.2
C 0.2569 -1.6556 -0.6972 -0.7 0.3 0.1
C -0.7808 -0.8001 0.0484 -0.4 -0.5 -0.1
C -0.3065 0.5561 0.5775 0.1 -1.3 -0.2
S 0.2075 1.6135 -0.7915 -0.2 0.3 -0.1
C -0.5778 3.1537 -0.2523 0.4 -0.2 0.0
H 1.5901 -1.4013 0.9910 0.1 0.0 0.0
H 2.3132 -2.2801 -0.3528 0.1 0.0 0.0
H 1.1368 -3.0708 0.6966 0.0 0.1 -0.1
H 0.6113 -1.1132 -1.5671 0.2 0.1 -0.1
H -0.3125 -2.5037 -1.0828 0.2 -0.1 -0.1
H -1.6683 -0.6482 -0.5696 0.2 0.1 -0.3
H -1.1694 -1.4521 0.8366 0.2 0.3 0.5
H 0.5424 0.3583 1.2210 0.2 0.3 0.3
H -1.1092 0.9845 1.1672 0.0 0.4 0.0
H -0.2640 3.9611 -0.9070 -0.1 0.0 -0.2
H -1.6569 3.0476 -0.2587 -0.1 0.1 0.0
H -0.2039 3.3773 0.7396 -0.2 0.2 0.2
```
Positions in Å, forces in eV/Å.

---

Record 3
Below is C5H12S in the gas phase at a distorted geometry, with properties calculated with ωB97M-V with the def2-TZVPD basis set.

Results
HOMO energy   -8.977 eV
Molar mass   104.22 g/mol
Lowest unoccupied orbital energy   0.79 eV
Relative energy (zero: lowest compared OMol25 entry of this formula, charge and spin)   42.2 kJ/mol
Strongest force on any atom   2.9 eV/Å
2S+1   1

```
18
Properties=species:S:1:pos:R:3:forces:R:3
C 1.2094 -1.0930 0.2589 1.8 0.7 -0.9
C 0.0147 -0.1520 -0.0448 -0.5 -0.8 0.4
C -1.0717 -0.5679 1.0264 0.9 -0.4 -0.7
C -0.4092 -0.5734 -1.4704 -0.7 0.2 -0.1
C 0.3595 1.3796 0.0736 0.8 -2.1 1.9
H 0.9559 -2.1745 0.3255 -0.3 0.9 0.5
H 1.9127 -1.1094 -0.6157 -0.4 0.4 0.6
H 1.8283 -0.7173 1.1045 -0.6 -0.6 -0.2
H -0.8691 -1.5797 1.4769 -0.5 0.8 -1.0
H -2.0658 -0.4506 0.6189 -0.4 -0.3 0.0
H -1.0027 0.0843 1.8597 0.0 0.9 0.9
H 0.4173 -0.5483 -2.1980 -0.1 0.5 0.3
H -1.2954 -0.0098 -1.8957 0.9 -0.8 0.6
H -0.5943 -1.6501 -1.3719 -0.6 0.2 -0.3
H 1.0850 1.6306 -0.6480 1.0 0.2 -1.0
H 0.8154 1.5422 1.0855 -0.2 -0.3 -0.8
H -0.2994 3.4749 0.4535 0.7 1.5 0.6
S -0.9907 2.5143 -0.0388 -1.9 -0.8 -0.8
```
Positions in Å, forces in eV/Å.

---

Record 4
Below is a 2-piece molecular cluster, C5H12S overall at a distorted geometry, with properties calculated with ωB97M-V with the def2-TZVPD basis set.

Results
HOMO energy   -8.990 eV
Molar mass   104.22 g/mol
Lowest unoccupied orbital energy   0.80 eV
Relative energy (zero: lowest compared OMol25 entry of this formula, charge and spin)   306.4 kJ/mol
Strongest force on any atom   5.0 eV/Å
2S+1   1

```
18
Properties=species:S:1:pos:R:3:forces:R:3
C 1.7006 0.5267 -1.3432 2.9 -0.2 -4.1
C 1.3259 0.0656 -0.0321 0.1 0.4 2.8
S 3.0139 -0.3339 0.8224 -1.1 -0.6 -0.1
H 2.4454 1.3867 -1.1727 -1.1 -1.1 -0.6
H 0.9091 0.8884 -2.0277 0.1 -0.2 0.6
H 2.3022 -0.3021 -1.9610 -1.2 1.8 1.3
H 0.5679 0.8211 0.3325 1.5 -0.8 0.6
H 0.9259 -0.9125 0.1954 -0.6 -0.2 -0.9
H 3.4220 0.7212 1.4877 -0.1 0.9 0.2
C -1.6349 -0.0378 1.5564 -1.2 -0.9 0.7
C -1.9739 -0.0588 0.0743 0.5 -0.7 -0.6
C -2.0185 -1.0749 -0.8500 0.2 4.3 -1.6
H -1.7672 -0.9616 2.1408 0.7 -0.4 -0.9
H -0.6602 0.4034 1.7195 0.5 -0.5 -0.2
H -2.1982 0.5562 2.2491 -1.1 1.2 -0.4
H -2.0013 0.9341 -0.3974 0.9 -0.2 0.3
H -1.7660 -0.6725 -1.9344 -1.1 -0.9 2.1
H -2.5925 -1.9493 -0.8596 0.3 -1.9 0.8
```
Positions in Å, forces in eV/Å.